Entry from the Open Molecules 2025 dataset: a structure of composition C52H70GeN3O3P2SSc (wB97M-V/def2-TZVPD).

Cartesian coordinates (Å):
Sc -1.119 -0.064 0.022
C -2.939 3.586 -1.649
C -2.802 2.376 -0.723
C -3.413 2.733 0.628
C -3.547 1.214 -1.392
O -1.441 1.927 -0.527
Ge 0.033 3.481 -0.969
O 1.190 2.990 0.373
C 2.054 3.892 1.084
C 1.712 5.363 0.827
C 3.494 3.627 0.652
C 1.931 3.633 2.582
O 0.690 2.314 -2.225
C 1.238 2.835 -3.442
C 1.654 1.652 -4.297
C 0.186 3.648 -4.204
C 2.459 3.709 -3.163
H -4.002 3.717 -1.885
H -2.576 4.506 -1.192
H -2.393 3.423 -2.586
H -4.505 2.783 0.571
H -3.120 2.000 1.378
H -3.039 3.708 0.955
H -4.631 1.319 -1.303
H -3.280 1.170 -2.449
H -3.243 0.271 -0.945
H 1.814 5.613 -0.235
H 0.682 5.579 1.129
H 2.386 6.012 1.393
H 3.627 3.865 -0.403
H 4.191 4.234 1.237
H 3.746 2.571 0.801
H 0.921 3.858 2.933
H 2.145 2.585 2.821
H 2.640 4.262 3.130
H 0.767 1.131 -4.666
H 2.241 1.984 -5.160
H 2.263 0.958 -3.709
H -0.703 3.034 -4.382
H -0.115 4.533 -3.631
H 0.578 3.986 -5.170
H 3.230 3.128 -2.650
H 2.876 4.104 -4.094
H 2.185 4.562 -2.528
C 2.316 0.195 1.090
C 1.718 0.133 -0.319
P 1.359 -1.521 -1.096
C 3.127 -1.966 -1.412
C 3.861 -2.429 -0.313
C 5.169 -2.859 -0.469
C 5.761 -2.843 -1.729
C 5.056 -2.349 -2.814
C 3.748 -1.898 -2.654
C 0.914 -3.141 -0.277
C -0.124 -3.331 0.639
C -0.480 -4.593 1.090
C 0.169 -5.716 0.599
C 1.164 -5.560 -0.356
C 1.534 -4.291 -0.783
P 1.219 -0.784 2.222
C 2.416 -1.579 3.352
C 3.356 -0.818 4.052
C 4.319 -1.444 4.828
C 4.359 -2.834 4.906
C 3.431 -3.596 4.215
C 2.460 -2.969 3.437
C 0.431 0.494 3.268
C 0.302 0.368 4.649
C -0.423 1.309 5.374
C -1.032 2.373 4.722
C -0.930 2.486 3.343
C -0.228 1.535 2.620
H 2.358 1.235 1.393
H 3.315 -0.231 1.105
H 2.349 0.616 -1.060
H 0.801 0.716 -0.330
H 3.404 -2.489 0.668
H 5.719 -3.225 0.391
H 6.769 -3.216 -1.860
H 5.518 -2.319 -3.795
H 3.220 -1.495 -3.508
H -0.677 -2.504 1.040
H -1.274 -4.690 1.826
H -0.108 -6.704 0.947
H 1.662 -6.427 -0.773
H 2.317 -4.212 -1.525
H 3.325 0.266 3.994
H 5.041 -0.850 5.375
H 5.113 -3.319 5.515
H 3.458 -4.677 4.282
H 1.730 -3.563 2.894
H 0.771 -0.463 5.165
H -0.502 1.213 6.451
H -1.589 3.110 5.288
H -1.392 3.320 2.823
H -0.151 1.649 1.543
C -4.567 1.298 3.926
N -4.953 0.606 2.697
C -6.178 0.756 2.055
C -6.151 -0.003 0.958
N -4.892 -0.617 0.924
C -4.145 -0.217 2.000
S -2.553 -0.596 2.412
C -4.549 -1.700 0.066
C -5.557 -2.537 -0.374
C -5.207 -3.683 -1.066
C -3.869 -3.949 -1.262
C -2.946 -3.015 -0.825
N -3.264 -1.880 -0.193
H -5.423 1.332 4.593
H -4.237 2.310 3.701
H -3.752 0.759 4.392
H -6.955 1.397 2.441
H -6.882 -0.134 0.177
H -6.593 -2.323 -0.143
H -5.970 -4.364 -1.424
H -3.535 -4.855 -1.754
H -1.895 -3.170 -0.996
C 0.687 -1.735 -4.375
C -0.472 -1.785 -3.366
C -0.895 -3.268 -3.285
C -1.649 -0.978 -3.925
C -0.054 -1.069 -2.038
H 0.336 -2.025 -5.372
H 1.465 -2.445 -4.081
H 1.125 -0.738 -4.444
H -0.712 -3.744 -4.254
H -1.960 -3.374 -3.088
H -0.333 -3.833 -2.541
H -2.011 -1.418 -4.862
H -2.475 -0.965 -3.210
H -1.351 0.059 -4.124
H 0.159 -0.020 -2.313

Summary:
**Total charge**: +1
**Energy**: -6331.872194 a.u.
**LUMO (alpha / beta)**: -2.07 / -2.06 eV
**HOMO level (alpha / beta)**: -8.2 / -9.5 eV
**Multiplicity**: 2
**HOMO-LUMO gap (alpha / beta)**: 6.15 / 7.47 eV

***

Entry from the Open Molecules 2025 dataset: a structure of composition C52H77AsBN7OPSSn (wB97M-V/def2-TZVPD).

Cartesian coordinates (Å):
Sn -0.935 0.252 0.999
C -4.135 0.037 -3.619
C -3.335 -0.601 -2.651
N -3.317 0.086 -1.520
N -4.086 1.165 -1.722
C -4.594 1.165 -2.972
B -4.278 2.265 -0.663
N -3.011 3.168 -0.538
C -2.983 4.486 -0.809
C -1.707 4.956 -0.567
C -1.016 3.818 -0.128
N -1.803 2.752 -0.117
N -4.656 1.698 0.709
C -5.842 1.833 1.339
C -5.747 1.210 2.565
C -4.428 0.718 2.591
N -3.786 1.018 1.475
H -4.351 -0.281 -4.625
H -2.780 -1.526 -2.719
H -5.243 1.961 -3.302
H -5.180 2.979 -1.044
H -3.871 4.988 -1.153
H -1.341 5.964 -0.669
H 0.001 3.735 0.224
H -6.657 2.355 0.866
H -6.508 1.124 3.322
H -3.912 0.167 3.364
S -0.860 -4.402 -1.124
C -0.571 -3.213 -0.122
C -0.658 -1.034 6.066
N 0.673 -0.704 5.579
C 1.526 -1.872 5.656
C 0.637 -0.187 4.209
C -0.037 1.166 4.091
C 0.072 2.033 5.180
C -0.556 3.268 5.180
C -1.322 3.630 4.082
C -1.408 2.772 2.993
C -0.748 1.537 2.936
H -0.593 -1.347 7.112
H -1.123 -1.845 5.485
H -1.306 -0.160 6.002
H 1.599 -2.209 6.693
H 2.529 -1.622 5.305
H 1.150 -2.715 5.051
H 0.153 -0.905 3.529
H 1.671 -0.098 3.866
H 0.637 1.706 6.046
H -0.467 3.928 6.038
H -1.857 4.574 4.071
H -2.029 3.076 2.162
O 0.089 0.941 -1.478
P 1.010 1.235 -2.611
C 0.429 2.831 -3.338
C 1.195 3.625 -4.408
C 0.826 3.281 -5.849
C -0.676 3.409 -6.064
C -1.411 2.466 -5.120
C -1.080 2.757 -3.657
C 0.837 -0.136 -3.822
C 1.841 -0.316 -4.974
C 2.998 -1.277 -4.684
C 2.532 -2.586 -4.062
C 1.746 -2.295 -2.790
C 0.516 -1.462 -3.107
C 2.710 1.461 -1.942
C 3.897 1.734 -2.889
C 5.026 2.453 -2.150
C 4.600 3.855 -1.700
C 3.117 3.888 -1.293
C 2.649 2.518 -0.815
H 0.491 3.409 -2.408
H 2.272 3.550 -4.268
H 0.948 4.683 -4.254
H 1.127 2.257 -6.086
H 1.375 3.938 -6.530
H -0.936 3.200 -7.106
H -0.983 4.442 -5.857
H -1.149 1.436 -5.380
H -2.491 2.541 -5.256
H -1.556 2.030 -2.996
H -1.513 3.729 -3.398
H -0.115 0.188 -4.258
H 2.246 0.645 -5.303
H 1.283 -0.721 -5.827
H 3.700 -0.818 -3.988
H 3.552 -1.454 -5.611
H 3.393 -3.229 -3.857
H 1.887 -3.127 -4.766
H 2.380 -1.762 -2.075
H 1.428 -3.216 -2.301
H -0.056 -1.263 -2.201
H -0.135 -2.052 -3.764
H 2.855 0.494 -1.446
H 3.606 2.338 -3.750
H 4.280 0.800 -3.292
H 5.914 2.512 -2.784
H 5.306 1.854 -1.280
H 4.779 4.571 -2.509
H 5.226 4.171 -0.861
H 2.510 4.209 -2.144
H 2.957 4.631 -0.509
H 1.642 2.547 -0.403
H 3.272 2.182 0.017
C -3.866 -3.500 4.258
As -2.621 -2.500 3.078
C -3.697 -2.695 1.436
C -1.142 -3.697 2.909
C -1.122 -5.118 2.879
C 0.052 -5.836 3.241
C 0.124 -7.213 3.186
C -0.966 -7.977 2.767
C -2.122 -7.302 2.388
C -2.203 -5.922 2.432
H -4.049 -4.508 3.885
H -4.812 -2.958 4.320
H -3.429 -3.567 5.255
H -4.052 -3.713 1.271
H -3.112 -2.365 0.578
H -4.550 -2.020 1.524
H -0.237 -3.238 3.302
H -0.730 -3.332 1.014
H 0.916 -5.268 3.573
H 1.048 -7.705 3.476
H -0.908 -9.059 2.725
H -2.981 -7.865 2.034
H -3.108 -5.435 2.097
C 3.285 -2.672 2.152
C 3.671 -1.291 1.606
C 4.525 -1.471 0.345
C 4.493 -0.532 2.657
C 2.433 -0.550 1.297
C 1.345 -0.047 1.071
H 4.181 -3.255 2.394
H 2.692 -3.220 1.418
H 2.678 -2.569 3.053
H 5.432 -2.039 0.574
H 4.819 -0.501 -0.062
H 3.964 -2.008 -0.419
H 5.433 -1.054 2.859
H 3.937 -0.446 3.591
H 4.720 0.478 2.309

Summary:
**Total charge**: -2
**Energy**: -5700.598164 a.u.
**LUMO (alpha / beta)**: 3.74 / 3.74 eV
**HOMO level (alpha / beta)**: -0.7 / -0.8 eV
**Multiplicity**: 2
**HOMO-LUMO gap (alpha / beta)**: 4.46 / 4.58 eV

***

total charge of number 2 (C52H77AsBN7OPSSn)?
-2

***

Which formula does entry 1 have?
C52H70GeN3O3P2SSc

***

The highest total charge belongs to which entry?
C52H70GeN3O3P2SSc